Entry 1:
{
  "formula": "C4H9NO2",
  "method": "ωB97M-V/def2-TZVPD",
  "relative_energy_kcal_mol": 57.1,
  "e_lumo_ev": 0.74,
  "max_force_ev_per_a": 0.490,
  "total_charge": 0,
  "gap_ev": 9.6,
  "symbols": ["C", "C", "O", "C", "C", "O", "N", "H", "H", "H", "H", "H", "H", "H", "H", "H"],
  "positions_angstrom": [[1.5075, 0.4394, -1.4406], [0.4541, -0.4839, -0.8470], [0.8754, -1.0344, 0.3755], [-0.8180, 0.2657, -0.4048], [-0.8704, -0.2659, 1.0144], [-1.1950, -1.5211, 1.2502], [-0.9972, 0.5802, 2.0338], [1.7607, 1.2261, -0.7198], [1.1664, 0.9091, -2.3716], [2.4173, -0.1306, -1.6485], [0.2102, -1.2620, -1.5924], [-0.2734, -1.8469, 0.8067], [-0.6967, 1.3566, -0.4161], [-1.7459, 0.0126, -0.9313], [-1.0229, 0.1995, 2.9690], [-0.7720, 1.5557, 1.9225]],
  "forces_ev_per_a": [[0.0, 0.0, 0.0], [0.0, 0.1, -0.2], [0.1, -0.1, 0.0], [0.0, 0.0, 0.0], [-0.4, 0.3, 0.1], [0.1, 0.1, 0.0], [0.2, -0.1, 0.0], [0.0, -0.1, -0.1], [0.0, -0.1, 0.1], [-0.1, 0.1, 0.0], [0.0, 0.1, 0.1], [0.0, 0.0, 0.0], [0.0, -0.2, 0.0], [0.1, 0.0, 0.1], [0.0, 0.0, -0.1], [0.0, -0.1, 0.0]]
}

Entry 2:
{
  "formula": "C4H9NO2",
  "method": "ωB97M-V/def2-TZVPD",
  "multiplicity": 2,
  "relative_energy_kcal_mol": 64.2,
  "s2": 0.775,
  "e_lumo_ev": [-3.92, -9.74],
  "max_force_ev_per_a": 6.101,
  "total_charge": 1,
  "gap_ev": [12.6, 6.6],
  "symbols": ["C", "N", "C", "O", "O", "C", "C", "H", "H", "H", "H", "H", "H", "H", "H", "H"],
  "positions_angstrom": [[-0.4671, -0.3619, -0.0600], [0.5359, -1.2311, -0.7334], [1.1330, -0.9786, -1.9102], [0.2390, -0.7574, -2.9266], [2.3175, -0.8107, -2.2126], [0.1379, 0.5092, 1.1240], [-1.0308, 1.2588, 1.9610], [-0.9967, 0.0255, -1.0374], [-1.2089, -0.9901, 0.4788], [1.2284, -1.2235, 0.0870], [0.7108, -0.9896, -3.7283], [0.8144, 1.1943, 0.7884], [0.7348, -0.1595, 1.7396], [-1.6997, 0.6220, 2.4781], [-0.7312, 2.0306, 2.7143], [-1.7173, 1.8621, 1.2374]],
  "forces_ev_per_a": [[-2.0, 0.4, -2.6], [2.2, 1.4, 5.5], [-0.1, 1.7, -5.3], [0.1, -0.9, 2.2], [-0.9, -1.0, 2.3], [-2.9, -0.8, 1.0], [0.0, 1.6, -2.2], [0.5, 0.3, 2.5], [0.3, -0.2, -0.6], [-0.2, -1.4, -1.7], [0.1, 0.3, -0.8], [1.7, 2.1, -1.3], [-0.2, -0.3, 0.4], [-0.4, -1.1, 0.4], [0.6, -0.9, -0.8], [1.3, -1.1, 1.0]]
}

Entry 3:
{
  "formula": "C4H9NO2S",
  "method": "ωB97M-V/def2-TZVPD",
  "relative_energy_kcal_mol": 80.2,
  "smiles": "CC[C@@]1(C)NS1(=O)=O",
  "e_lumo_ev": 0.71,
  "max_force_ev_per_a": 4.584,
  "total_charge": 0,
  "gap_ev": 10.8,
  "symbols": ["C", "C", "C", "C", "N", "O", "O", "S", "H", "H", "H", "H", "H", "H", "H", "H", "H"],
  "positions_angstrom": [[1.0606, 0.0828, -0.1839], [0.5766, 1.5285, -0.3879], [-1.0653, -1.1701, 0.3735], [0.0034, -0.8501, -0.6283], [1.5543, -0.1472, 1.2372], [3.5598, 1.0007, -0.0274], [3.3489, -1.4263, -0.3065], [2.7679, -0.1623, -0.0005], [1.4174, 2.2317, -0.2515], [-0.3915, 1.6342, 0.0453], [0.5324, 1.6671, -1.5116], [-0.6727, -1.4397, 1.3855], [-1.5449, -2.0515, 0.1433], [-1.8239, -0.3123, 0.4930], [-0.3942, -0.5311, -1.5171], [0.5154, -1.8418, -0.8910], [1.4700, 0.6097, 1.9456]],
  "forces_ev_per_a": [[-1.2, 2.4, 1.1], [2.6, -0.4, -3.2], [-0.1, 2.6, 2.3], [2.2, -4.0, 0.8], [1.7, -0.9, -0.4], [1.1, 1.6, -0.2], [-0.2, -0.3, 0.1], [-2.3, -0.9, 1.8], [-0.9, 0.0, 1.2], [-0.4, 0.6, 0.6], [-0.7, -0.3, 0.9], [0.1, 0.7, -0.7], [-1.5, -1.7, -1.1], [1.0, -1.3, -0.1], [-1.1, 1.0, -2.2], [-0.6, 1.1, 0.3], [0.3, -0.4, -1.1]]
}

Entry 4:
{
  "formula": "C4H9NO2S",
  "method": "ωB97M-V/def2-TZVPD",
  "relative_energy_kcal_mol": 150.0,
  "smiles": "CC=[S@@](=O)(O)/C=N/C",
  "e_lumo_ev": [-0.14, -0.14],
  "max_force_ev_per_a": 3.528,
  "total_charge": 0,
  "gap_ev": [7.5, 7.5],
  "symbols": ["C", "C", "C", "C", "N", "O", "O", "S", "H", "H", "H", "H", "H", "H", "H", "H", "H"],
  "positions_angstrom": [[2.3962, -0.4407, 0.6508], [-1.1685, 0.6379, 0.0769], [3.3564, 0.5135, -0.0118], [-3.4823, -0.0596, -0.0547], [-2.0270, -0.2260, 0.0823], [0.1477, -1.6868, 0.2754], [0.8141, 0.0005, -1.4204], [0.7577, -0.1750, 0.0290], [2.3443, -0.6330, 1.7369], [-1.1762, 1.7382, -0.2084], [2.8996, 0.5672, -0.9616], [4.3518, 0.0114, 0.0349], [3.1123, 1.5496, 0.3841], [-3.9513, -0.5704, 0.7842], [-3.8416, 0.9459, -0.4962], [-3.7583, -0.6860, -0.9742], [-0.7748, -1.4868, 0.0727]],
  "forces_ev_per_a": [[-2.7, 0.4, 0.3], [2.4, 1.6, -0.5], [-1.3, 0.5, 1.7], [0.0, -0.2, -3.5], [-1.7, -0.4, 0.6], [1.3, 1.7, 0.5], [0.3, 0.8, 0.1], [0.2, -3.2, -0.8], [0.3, 0.1, -0.5], [-0.2, -1.2, 0.6], [0.7, 0.0, -1.8], [-0.5, 1.2, -0.1], [1.8, -0.9, 0.0], [-0.3, 0.8, 0.1], [0.6, -1.0, 1.8], [0.4, 0.3, 1.3], [-1.2, -0.6, 0.1]]
}